Molecular formula: C24H37ClFN6
Method: DFT, ωB97M-V/def2-TZVPD

Computed properties:
LUMO = -2.074 eV
Orbital gap = 8.86 eV
Calculated total energy = -1825.0765 Ha
E_HOMO = -0.4020 Eh
Relative energy (zero: lowest compared OMol25 entry of this formula, charge and spin) = 0.0 kcal per mole

ORCA input file:
```
! RIJCOSX wB97M-V def2-TZVPD def2/J DEFGRID3
* xyz 1 1
Cl 0.11 -2.16 2.19
F -1.94 1.46 4.43
N 0.60 0.93 0.87
N -0.41 1.03 2.77
N -4.58 -1.16 -2.15
N -1.19 1.93 -0.57
N 5.13 -1.01 -2.69
N -2.56 2.04 1.99
C -5.32 -1.28 -3.26
C -0.66 1.51 0.64
C 7.16 -1.38 -1.45
C -4.36 1.78 -1.53
C 1.71 -1.61 2.85
C 5.98 -0.70 -1.70
C 2.30 -0.59 -0.31
C 1.85 -0.04 2.82
C 0.71 0.64 2.15
C 1.85 -2.19 4.24
C -0.73 0.89 4.20
C 7.48 -2.46 -2.27
C -3.76 -2.16 -1.86
C -3.64 -3.31 -2.62
C 1.56 0.74 -0.23
C -5.28 -2.39 -4.09
C 6.61 -2.80 -3.29
C -4.42 -3.42 -3.77
C 5.46 -2.05 -3.46
C -2.59 3.62 -1.68
C -3.98 3.20 -1.18
C -1.27 1.55 1.83
C 0.28 1.50 5.16
C -1.48 3.40 -0.66
H -2.34 2.95 -2.50
H -5.40 1.58 -1.31
H -4.23 1.57 -2.59
H -0.59 1.72 -1.35
H 1.07 0.90 -1.18
H 1.67 -1.45 -0.14
H -5.97 -0.45 -3.48
H 7.81 -1.08 -0.65
H 2.91 -2.27 4.49
H -1.71 3.83 0.31
H 3.13 -0.57 0.38
H 1.14 1.93 4.67
H 6.82 -3.63 -3.95
H -4.35 -4.31 -4.39
H -2.56 4.62 -2.09
H -3.10 1.53 2.68
H -3.07 1.94 1.11
H 2.74 -0.67 -1.30
H -3.18 -2.04 -0.95
H 8.39 -3.02 -2.11
H 1.46 -3.20 4.22
H -5.90 -2.43 -4.97
H 1.93 0.25 3.86
H 2.77 0.24 2.34
H -0.87 -0.17 4.38
H 0.66 0.71 5.80
H -0.57 3.88 -1.04
H 4.76 -2.28 -4.25
H 2.29 1.54 -0.14
H -4.11 3.42 -0.12
H -2.96 -4.10 -2.33
H -4.69 3.85 -1.69
H 2.44 -2.04 2.17
H 5.69 0.15 -1.09
H -3.79 1.03 -0.99
H -0.19 2.22 5.82
H 1.28 -1.64 4.98
*
```